This record from the OMol25 dataset describes a cluster of 12 separate species, C38H58F6N4O12P in total at a distorted geometry. The level of theory is the ωB97M-V functional and the def2-TZVPD basis.

```
119
Properties=species:S:1:pos:R:3:mulliken_charge:R:1
P -0.0797 0.3457 0.5269 1.7159
F 0.8893 -0.9288 0.6908 -0.0431
F 0.0566 0.6510 2.1092 -0.4489
F 1.2350 1.2767 0.2730 -0.4566
F -0.9959 1.6944 0.4158 -0.3774
F -0.2562 0.1419 -1.0890 -0.6086
F -1.4180 -0.5262 0.7089 -0.2298
O 0.8034 -4.6551 6.0985 -0.6231
C 1.1830 -3.5998 5.6696 0.4619
O 0.7736 -3.1477 4.4662 -0.3460
C 1.1333 -1.7829 4.2722 1.0111
C 1.5512 -1.2665 5.6676 -0.4346
C 1.9840 -2.5605 6.3837 -0.5278
H 0.2958 -1.2144 3.8743 0.0774
H 1.9972 -1.7068 3.6075 -0.8148
H 0.7477 -0.7836 6.2152 0.3937
H 2.4464 -0.6564 5.5473 0.1411
H 1.7673 -2.5590 7.4462 0.3315
H 3.0395 -2.7961 6.2273 0.2459
O -4.9743 0.4202 3.2656 -0.6130
C -5.0036 1.2985 2.4459 0.4036
O -6.1195 1.9471 2.0993 -0.3946
C -5.8680 2.9828 1.1679 -0.4431
C -4.3452 3.2220 1.1953 -0.4994
C -3.8169 1.8954 1.7304 0.8214
H -6.3321 3.9235 1.4762 0.2921
H -6.2886 2.7489 0.1896 0.2707
H -4.0396 4.0162 1.8826 0.2681
H -3.9356 3.5741 0.2482 0.3121
H -2.9988 2.0153 2.4347 0.1602
H -3.5060 1.2633 0.8971 -0.6116
O 4.0453 3.2489 2.2580 -0.6359
C 4.2094 2.0548 2.2112 0.3326
O 5.4146 1.5655 1.8686 -0.3861
C 5.4967 0.1236 2.0739 -0.7503
C 4.0099 -0.2374 2.2072 0.7844
C 3.3199 0.9745 2.7786 0.8587
H 6.1315 -0.1528 2.9132 0.2961
H 5.8802 -0.3168 1.1577 0.3401
H 3.8285 -1.1254 2.8154 0.3439
H 3.7422 -0.4610 1.1742 -0.7521
H 3.5384 1.0440 3.8470 0.4597
H 2.3003 1.0733 2.4347 -0.8578
O -0.0452 -5.9652 -3.7195 -0.6011
C -0.2577 -4.8322 -3.4230 0.4831
O -0.2396 -3.8066 -4.3093 -0.4151
C -0.7987 -2.5914 -3.7250 0.4328
C -0.4869 -2.7861 -2.2432 0.4368
C -0.6365 -4.2853 -2.0607 -0.4363
H -1.8616 -2.6814 -3.9624 0.1829
H -0.3154 -1.7390 -4.1851 -0.2961
H -1.1718 -2.1899 -1.6348 -0.2848
H 0.4986 -2.4082 -1.9691 0.0016
H -1.6764 -4.5158 -1.8192 0.2015
H -0.0060 -4.6705 -1.2634 0.2966
O -0.4717 5.6053 4.1612 -0.6474
C 0.0735 5.4689 3.0925 0.3779
O 0.7744 6.4587 2.5342 -0.3674
C 1.2473 6.0265 1.2348 -0.6421
C 0.4666 4.7589 0.8917 0.5394
C 0.1568 4.2111 2.2787 0.8221
H 2.2997 5.7745 1.3739 0.2969
H 1.1359 6.7600 0.4392 0.3448
H 1.1050 4.0801 0.3269 -0.3729
H -0.4438 4.9293 0.3180 0.1689
H 0.9559 3.6285 2.7429 -0.2266
H -0.7822 3.6699 2.3517 -0.3055
C 3.5623 0.1691 -1.6479 -0.1856
O 4.2529 -0.6278 -2.5881 -0.5742
H 4.2795 0.6571 -0.9704 0.3344
H 3.0375 1.0090 -2.1042 0.1833
H 2.8714 -0.3617 -0.9843 -0.0525
H 5.0003 -1.0472 -2.1599 0.3021
C 0.5798 3.2324 -2.5880 0.1048
O 1.5383 3.2899 -3.6282 -0.6801
H -0.4641 3.1415 -2.9072 0.2089
H 0.7588 2.3250 -2.0000 -0.2294
H 0.6897 4.1251 -1.9754 0.2177
H 1.5198 2.4203 -4.0639 0.3939
N 2.7833 -3.6000 1.2182 0.3478
C 3.8269 -3.4922 0.3530 -0.3302
C 4.7789 -4.4480 0.6366 -0.7923
C 4.2288 -5.1735 1.7295 -0.4558
C 3.0137 -4.6433 2.0812 -0.7741
H 1.9920 -2.9824 1.1328 0.1161
H 3.7971 -2.6997 -0.3813 0.4299
H 5.6719 -4.6227 0.0654 0.4457
H 4.7042 -6.0359 2.1736 0.4139
H 2.2772 -4.8853 2.8283 0.5554
N -2.7513 1.1864 -2.2890 0.9807
C -3.5212 0.3595 -3.0713 -0.3802
C -4.3578 1.1182 -3.8477 -0.8773
C -3.9866 2.4680 -3.6241 -1.1306
C -3.0142 2.4759 -2.6565 -0.5157
H -2.0592 0.8712 -1.6253 -0.1295
H -3.4076 -0.7117 -3.0174 0.2373
H -5.1787 0.8317 -4.4828 0.4665
H -4.4839 3.3265 -4.0469 0.4536
H -2.5603 3.3144 -2.1559 0.6318
N 0.4330 0.9848 -6.5494 0.0030
C -0.1902 0.8245 -5.3473 -0.3027
C 0.7501 0.4505 -4.4230 -0.5043
C 1.9967 0.3648 -5.0975 -0.8899
C 1.7702 0.6971 -6.4145 -0.8611
H 0.0186 1.1542 -7.4448 0.2089
H -1.2498 1.0228 -5.2778 0.5096
H 0.4810 0.2520 -3.3972 0.8868
H 2.8994 0.0351 -4.6066 0.3798
H 2.4027 0.7646 -7.2830 0.4241
N -4.4469 -2.9467 -1.1073 0.1846
C -4.1438 -2.1509 -0.0317 -0.5453
C -4.9120 -2.5476 1.0254 -0.4984
C -5.8550 -3.4906 0.5352 -0.5954
C -5.5224 -3.7414 -0.7712 -0.6135
H -4.1171 -2.7906 -2.0395 0.2164
H -3.4390 -1.3378 -0.0756 0.5154
H -4.8977 -2.1687 2.0350 0.5043
H -6.6964 -3.9258 1.0470 0.4004
H -6.0235 -4.3649 -1.4935 0.4041
```

LUMO energy: 2.084 eV
F_max: 0.039 Eh/bohr
Net charge: -1
Frontier orbital gap: 8.4 eV
Energy relative to the best compared isomer or geometry (same formula, charge and spin): 22.2 kcal/mol